# 1
{
  "formula": "C25H27AsF6NRhSSi",
  "method": "ωB97M-V with the def2-TZVPD basis set",
  "spin_multiplicity": 6,
  "total_charge": 1,
  "s_squared": 8.819,
  "e_lumo_ha": [-0.134, -0.234],
  "symbols": ["Rh", "C", "C", "C", "C", "C", "C", "C", "C", "S", "C", "N", "C", "C", "C", "C", "C", "C", "C", "C", "H", "H", "H", "H", "H", "H", "H", "H", "H", "H", "H", "H", "H", "H", "H", "H", "F", "As", "F", "F", "F", "F", "F", "C", "Si", "C", "C", "C", "C", "C", "C", "C", "H", "H", "H", "H", "H", "H", "H", "H", "H", "H", "H"],
  "positions_angstrom": [[0.559, 0.896, -1.151], [-0.376, -4.061, 3.783], [0.858, -3.534, 3.033], [2.135, -4.037, 3.723], [0.834, -4.067, 1.600], [0.819, -2.012, 3.072], [0.961, -1.351, 4.340], [0.935, 0.027, 4.488], [0.752, 0.802, 3.365], [0.686, 2.537, 3.240], [0.509, 2.366, 1.496], [0.413, 1.010, 1.078], [0.588, 0.169, 2.074], [0.630, -1.251, 1.962], [0.512, 3.334, 0.530], [0.635, 4.738, 0.757], [0.629, 5.609, -0.307], [0.485, 5.150, -1.619], [0.332, 3.776, -1.873], [0.375, 2.887, -0.828], [-0.363, -5.152, 3.790], [-1.299, -3.734, 3.299], [-0.397, -3.722, 4.821], [2.179, -5.124, 3.652], [2.165, -3.779, 4.782], [3.029, -3.631, 3.245], [0.957, -5.150, 1.619], [1.645, -3.654, 0.997], [-0.117, -3.856, 1.105], [1.100, -1.955, 5.226], [1.057, 0.475, 5.465], [0.542, -1.691, 0.978], [0.739, 5.107, 1.770], [0.734, 6.670, -0.126], [0.492, 5.850, -2.443], [0.214, 3.433, -2.895], [1.386, -0.765, -2.342], [3.171, -0.459, -2.036], [3.349, -2.103, -1.665], [2.549, -0.164, -0.391], [4.731, -0.013, -1.576], [2.697, 1.217, -2.315], [3.494, -0.662, -3.682], [-2.738, 2.576, -0.878], [-1.859, 1.006, -1.248], [-2.311, -0.369, -0.098], [-1.927, 0.500, -3.007], [-2.618, 1.322, -3.913], [-2.879, 0.876, -5.197], [-2.422, -0.371, -5.604], [-1.713, -1.185, -4.729], [-1.463, -0.754, -3.438], [-3.817, 2.405, -0.944], [-2.461, 3.375, -1.564], [-2.509, 2.907, 0.138], [-3.339, -0.637, -0.364], [-2.277, -0.047, 0.943], [-1.697, -1.265, -0.209], [-2.966, 2.302, -3.611], [-3.435, 1.502, -5.883], [-2.617, -0.710, -6.614], [-1.358, -2.154, -5.053], [-0.915, -1.404, -2.767]]
}

---

# 2
{
  "formula": "C25H27AuBrN3O8P2Si",
  "method": "ωB97M-V with the def2-TZVPD basis set",
  "total_charge": 0,
  "e_lumo_ha": [-0.012, -0.012],
  "symbols": ["Au", "Br", "C", "C", "C", "C", "C", "C", "N", "N", "C", "C", "C", "C", "O", "C", "N", "C", "C", "C", "C", "H", "H", "H", "H", "H", "H", "H", "H", "H", "C", "C", "O", "P", "O", "O", "O", "P", "O", "O", "O", "H", "H", "H", "H", "H", "H", "H", "C", "Si", "C", "C", "C", "C", "C", "C", "C", "H", "H", "H", "H", "H", "H", "H", "H", "H", "H", "H"],
  "positions_angstrom": [[0.234, -1.206, -0.014], [5.071, 5.538, -0.935], [5.328, 4.295, 0.474], [4.235, 3.840, 1.193], [4.412, 2.918, 2.209], [5.692, 2.444, 2.530], [6.781, 2.953, 1.815], [6.606, 3.861, 0.785], [6.016, 1.554, 3.573], [5.135, 0.898, 4.211], [3.990, 0.373, 3.668], [2.981, 0.088, 4.599], [1.704, -0.262, 4.239], [1.320, -0.408, 2.884], [0.143, -0.642, 2.525], [2.416, -0.294, 1.897], [2.125, -0.566, 0.596], [3.067, -0.493, -0.332], [4.390, -0.199, -0.015], [4.717, 0.070, 1.286], [3.722, 0.079, 2.284], [3.244, 4.206, 0.957], [3.552, 2.584, 2.773], [7.772, 2.617, 2.091], [7.457, 4.238, 0.234], [3.241, 0.227, 5.642], [0.938, -0.421, 4.987], [2.759, -0.690, -1.350], [5.138, -0.193, -0.795], [5.744, 0.261, 1.551], [-3.581, 1.453, -2.128], [-2.312, 0.646, -1.934], [-1.409, 1.306, -0.961], [-1.193, 0.638, -3.426], [-1.559, -0.600, -4.286], [-1.547, 1.894, -4.331], [0.156, 0.790, -2.832], [-2.676, -1.130, -1.535], [-3.752, -0.970, -0.362], [-3.297, -1.646, -2.793], [-1.440, -1.841, -1.064], [-3.361, 2.456, -2.490], [-4.143, 1.524, -1.197], [-4.208, 0.929, -2.851], [-0.481, 1.137, -1.349], [-2.271, -1.190, -3.836], [-2.177, 1.696, -5.035], [-4.249, -1.783, -0.201], [0.202, 2.528, 0.953], [-1.584, 2.176, 0.611], [-2.460, 1.104, 1.816], [-2.557, 3.677, 0.117], [-2.013, 4.608, -0.773], [-2.747, 5.707, -1.190], [-4.039, 5.895, -0.716], [-4.593, 4.986, 0.174], [-3.855, 3.885, 0.586], [0.382, 2.422, 2.026], [0.485, 3.537, 0.651], [0.864, 1.815, 0.456], [-2.785, 1.719, 2.659], [-1.772, 0.342, 2.189], [-3.333, 0.614, 1.385], [-1.006, 4.472, -1.156], [-2.312, 6.419, -1.879], [-4.614, 6.753, -1.040], [-5.598, 5.135, 0.547], [-4.300, 3.179, 1.279]]
}

---

# 3
{
  "formula": "C25H27Cl3GeO4Se3Te2V",
  "method": "ωB97M-V with the def2-TZVPD basis set",
  "spin_multiplicity": 2,
  "total_charge": -2,
  "s_squared": 0.782,
  "e_lumo_ha": [0.146, 0.146],
  "symbols": ["V", "Cl", "C", "C", "C", "Cl", "C", "O", "C", "Cl", "C", "H", "H", "O", "C", "C", "O", "O", "C", "C", "C", "C", "C", "C", "C", "C", "C", "C", "C", "C", "H", "H", "H", "H", "H", "H", "H", "H", "H", "H", "H", "Se", "Te", "Te", "Se", "C", "Ge", "C", "C", "C", "Se", "C", "H", "H", "H", "H", "H", "H", "H", "H", "H", "H", "H", "H", "H", "H"],
  "positions_angstrom": [[0.646, 0.667, 1.150], [-5.138, -3.515, 3.281], [-3.893, -2.399, 2.825], [-3.831, -1.964, 1.510], [-2.847, -1.072, 1.155], [-2.784, -0.502, -0.472], [-1.888, -0.587, 2.073], [-0.989, 0.268, 1.748], [-1.991, -1.082, 3.404], [-0.808, -0.496, 4.527], [-2.983, -1.956, 3.780], [-4.542, -2.304, 0.772], [-3.034, -2.271, 4.809], [0.600, -2.198, 0.879], [1.790, -1.867, 0.151], [1.562, -0.389, -0.143], [2.412, 0.495, 0.178], [0.459, -0.068, -0.617], [3.022, -2.070, 1.006], [2.910, -2.123, 2.395], [4.041, -2.110, 3.198], [5.292, -2.141, 2.611], [5.413, -2.173, 1.230], [4.286, -2.115, 0.430], [1.858, -2.631, -1.146], [1.776, -4.025, -1.111], [1.765, -4.751, -2.289], [1.854, -4.101, -3.507], [1.963, -2.717, -3.547], [1.964, -1.987, -2.368], [0.516, -3.159, 0.930], [1.931, -2.161, 2.876], [3.918, -2.028, 4.270], [6.173, -2.135, 3.234], [6.391, -2.211, 0.766], [4.387, -2.105, -0.649], [1.719, -4.538, -0.157], [1.673, -5.829, -2.246], [1.849, -4.671, -4.427], [2.033, -2.198, -4.493], [2.029, -0.905, -2.404], [1.846, 0.649, 2.983], [2.879, 1.065, 5.229], [1.103, 4.045, 4.320], [0.754, 2.500, 2.347], [-1.658, 4.093, -3.550], [-3.028, 3.766, -2.140], [-4.354, 5.250, -2.244], [-3.963, 2.081, -2.618], [-2.266, 3.662, -0.318], [-0.875, 2.270, -0.358], [0.642, 3.467, -0.759], [-2.144, 4.131, -4.522], [-0.916, 3.298, -3.586], [-1.138, 5.035, -3.394], [-4.787, 5.310, -3.237], [-3.892, 6.206, -2.020], [-5.161, 5.100, -1.533], [-4.337, 2.134, -3.638], [-4.805, 1.897, -1.955], [-3.305, 1.219, -2.552], [-3.035, 3.307, 0.379], [-1.854, 4.598, 0.069], [0.500, 3.925, -1.740], [1.565, 2.865, -0.778], [0.732, 4.251, 0.010]]
}

---

no.,E_tot (eV),strongest force on any atom (eV/Å)
1,-126711.427,1.24
2,-147408.824,1.50
3,-364948.096,7.06